Below is an isolated molecule of C17H33N3O3S, with properties calculated with the ωB97M-V functional and the def2-TZVPD basis.

Calculated values
Structure (SMILES): C=CCNC(=S)NNC(=O)[C@H](CCCC)C[C@@H](O)COCC(C)C
E_tot (eV): -39612.380
Frontier orbital gap (eV): 8.630

The geometry in ORCA input format:
```
! wB97M-V def2-TZVPD RIJCOSX def2/J DEFGRID3
* xyz 0 1
S -0.010 -1.735 -5.092
O 0.273 -0.604 -0.971
O -2.262 1.055 -0.808
O -3.168 0.279 1.677
N 1.902 -0.355 -3.887
N -0.281 0.295 -3.493
N 0.118 1.108 -2.433
C 4.689 0.010 0.689
C 0.247 0.588 -1.168
C 0.593 -0.581 -4.082
C -5.317 -1.969 3.742
C -3.125 1.648 1.360
C 3.037 -2.250 -2.043
C 4.377 1.429 0.227
C 3.550 -2.072 -3.246
C -2.809 -1.925 3.557
C -4.178 -0.052 2.603
C 1.850 1.355 0.562
C 2.999 1.550 -0.425
C -0.642 1.504 0.947
C -4.127 -1.555 2.882
C -2.005 1.842 0.329
C 0.485 1.626 -0.083
C 2.943 -1.239 -4.339
H -1.973 -1.608 2.940
H 4.437 2.114 1.076
H -4.182 -2.070 1.918
H 4.015 -0.300 1.482
H -4.028 0.513 3.536
H 0.475 2.630 -0.518
H -2.929 2.253 2.258
H 2.155 0.321 -3.179
H 2.496 -1.899 -5.092
H 3.522 -2.880 -1.317
H -1.243 -0.032 -3.472
H 4.474 -2.557 -3.532
H -0.137 2.081 -2.540
H -5.288 -3.039 3.931
H -2.731 -1.439 4.528
H -0.677 0.477 1.316
H 2.107 -1.804 -1.732
H 1.982 2.030 1.411
H -2.013 2.882 -0.020
H -4.086 1.970 0.929
H 1.853 0.330 0.933
H -2.451 0.161 -0.486
H 5.132 1.737 -0.500
H 5.707 -0.047 1.067
H 2.924 0.801 -1.217
H 4.590 -0.687 -0.141
H -0.451 2.173 1.787
H 3.725 -0.645 -4.827
H 2.911 2.539 -0.885
H -6.256 -1.733 3.247
H -2.746 -3.000 3.702
H -5.292 -1.451 4.699
H -5.162 0.226 2.194
*
```

Atom charges from the Mulliken analysis, given in e for atoms 1 to 2: -0.4847 -0.7286

---

Below is a structure of composition C3H5NO2 in a non-equilibrium geometry, with properties calculated with the ωB97M-V functional and the def2-TZVPD basis.

Calculated values
E_tot (eV): -8776.101
Frontier orbital gap (eV): 10.938

The geometry in ORCA input format:
```
! wB97M-V def2-TZVPD RIJCOSX def2/J DEFGRID3
* xyz 0 1
O -1.047 -0.432 0.891
O -1.433 0.269 -1.245
N 1.706 0.177 -0.929
C 0.335 -0.464 1.351
C -0.752 0.201 -0.247
C 0.723 0.384 0.090
H 0.847 1.419 0.385
H 0.458 0.107 2.353
H 1.436 -0.703 -1.477
H 0.703 -1.510 1.446
H 2.620 0.026 -0.535
*
```

Atom charges from the Mulliken analysis, given in e for atoms 1 to 2: -0.3003 -0.5572

---

Below is an isolated molecule of CH3ClN2O2 in a non-equilibrium geometry, with properties calculated with the ωB97M-V functional and the def2-TZVPD basis.

Calculated values
Structure (SMILES): NNOC(=O)Cl
E_tot (eV): -20679.701
Frontier orbital gap (eV): 9.375

The geometry in ORCA input format:
```
! wB97M-V def2-TZVPD RIJCOSX def2/J DEFGRID3
* xyz 0 1
Cl 4.135 0.360 0.363
O 2.226 -1.442 -0.305
O 1.717 0.958 -0.488
N -0.404 0.011 0.269
N 0.442 0.491 -0.702
C 2.694 -0.361 -0.139
H 0.305 0.180 -1.711
H -0.059 -0.865 0.585
H -0.781 0.647 0.962
*
```

Atom charges from the Mulliken analysis, given in e for atoms 1 to 2: -0.0710 -0.3775

---

Below is a cluster of 2 separate species, C3H11N2O in total in a non-equilibrium geometry, with properties calculated with the ωB97M-V functional and the def2-TZVPD basis.

Calculated values
E_tot (eV): -8310.875
Frontier orbital gap (eV): 11.114

The geometry in ORCA input format:
```
! wB97M-V def2-TZVPD RIJCOSX def2/J DEFGRID3
* xyz 1 1
O -3.170 0.981 1.995
N -0.740 1.141 0.691
N 0.768 0.001 -0.632
C 2.737 -1.092 -1.542
C -0.421 0.147 -0.080
C 1.422 -1.310 -0.839
H 1.394 0.789 -0.717
H -4.017 1.239 1.604
H -1.691 1.287 1.094
H 0.843 -1.916 -1.537
H 3.087 -1.974 -2.073
H -0.098 1.827 1.005
H -3.268 0.014 1.987
H 2.725 -0.334 -2.324
H -1.237 -0.468 -0.423
H 3.575 -0.743 -0.931
H 1.432 -1.818 0.116
*
```

Atom charges from the Mulliken analysis, given in e for atoms 1 to 2: -0.7229 -0.2518

---

Below is a cluster of 7 separate species, C14H42O7S5 in total in a non-equilibrium geometry, with properties calculated with the ωB97M-V functional and the def2-TZVPD basis.

Calculated values
E_tot (eV): -83694.134
Frontier orbital gap (eV): 8.420

The geometry in ORCA input format:
```
! wB97M-V def2-TZVPD RIJCOSX def2/J DEFGRID3
* xyz 0 1
S 2.864 -11.617 16.919
S 6.411 -9.509 19.375
S 8.247 -18.407 18.459
S 6.140 -14.967 20.420
S 7.016 -9.182 12.847
O 7.316 -8.571 20.311
O 6.375 -12.498 15.988
O 8.718 -19.873 18.718
O 7.041 -15.494 19.252
O 4.133 -11.775 17.708
O 10.274 -10.614 11.224
O 8.439 -8.795 12.593
C 6.736 -8.943 14.560
C 7.580 -14.272 15.022
C 11.401 -11.141 11.886
C 4.418 -14.912 19.986
C 6.414 -13.974 15.903
C 2.146 -13.321 16.918
C 7.542 -10.117 18.145
C 11.025 -12.510 12.451
C 7.208 -18.559 16.966
C 6.911 -10.968 12.699
C 5.644 -8.493 18.284
C 9.589 -17.569 17.652
C 6.333 -13.155 20.424
C 3.314 -11.442 15.235
H 8.169 -10.876 18.629
H 1.558 -13.263 17.798
H 7.303 -13.804 14.044
H 7.708 -15.388 14.946
H 7.078 -7.959 14.881
H 9.448 -16.636 17.251
H 3.541 -10.408 14.856
H 6.473 -7.894 17.792
H 12.201 -11.237 11.188
H 10.416 -17.412 18.340
H 10.210 -12.546 13.283
H 5.264 -9.172 17.723
H 2.329 -11.348 14.763
H 5.861 -11.355 13.153
H 10.682 -13.315 11.872
H 1.227 -13.370 16.254
H 8.566 -13.910 15.338
H 2.824 -13.928 16.590
H 4.198 -14.572 18.784
H 4.197 -16.086 19.945
H 4.082 -11.853 14.974
H 10.159 -9.670 11.533
H 7.155 -10.775 17.319
H 5.333 -14.414 15.615
H 7.642 -9.516 15.051
H 6.538 -14.206 16.793
H 3.817 -14.580 20.599
H 7.215 -11.524 11.734
H 5.752 -12.561 20.994
H 5.660 -9.154 14.684
H 7.289 -13.156 20.745
H 8.311 -9.336 17.944
H 6.847 -17.561 16.563
H 7.505 -11.249 13.485
H 11.881 -10.509 12.529
H 4.953 -7.756 18.592
H 5.966 -13.046 19.445
H 9.933 -18.234 16.745
H 11.873 -12.991 13.013
H 5.644 -12.223 16.522
H 7.620 -19.247 16.149
H 6.181 -18.922 17.426
*
```

Atom charges from the Mulliken analysis, given in e for atoms 1 to 2: 0.3506 0.5271

---

Below is a structure of composition C5H4GaNO5 in a non-equilibrium geometry, with properties calculated with the ωB97M-V functional and the def2-TZVPD basis.

Calculated values
E_tot (eV): -69332.406
Frontier orbital gap (eV): 8.604

The geometry in ORCA input format:
```
! wB97M-V def2-TZVPD RIJCOSX def2/J DEFGRID3
* xyz 2 1
Ga -0.160 -0.255 0.301
O 1.316 1.427 -4.258
O -2.515 -0.529 2.267
O -1.672 1.704 -1.915
O -1.561 -3.276 -1.607
O 1.697 -2.549 1.939
N 0.787 1.465 1.526
C -1.648 -0.464 1.500
C -1.118 -2.376 -1.070
C -1.176 0.976 -1.173
C 1.121 0.947 -3.231
C 1.088 -1.803 1.301
H 1.035 -0.455 -0.721
H 0.155 2.278 1.521
H 1.697 1.754 1.119
H 0.955 1.156 2.501
*
```

Atom charges from the Mulliken analysis, given in e for atoms 1 to 2: 1.2061 -0.1303